C19H15IrN3O6S | ωB97M-V/def2-TZVPD

CARTESIAN COORDINATES (ANGSTROEM)
1 Ir 11.78244 10.55979 5.08968
2 O 10.40059 14.35308 5.37846
3 C 10.63157 13.12498 5.41126
4 O 11.82340 12.51194 5.51847
5 C 9.48398 12.14745 5.47806
6 C 8.16852 12.34378 5.94714
7 C 7.17836 11.44415 5.47290
8 C 7.54598 10.50719 4.48075
9 C 8.87172 10.21028 4.27340
10 N 9.86291 10.97060 4.90080
11 H 7.95201 13.03757 6.71907
12 H 6.14423 11.57886 5.78444
13 H 6.82912 10.04514 3.85134
14 H 9.15183 9.41889 3.58431
15 O 9.04949 6.47103 6.22488
16 C 9.67587 7.70403 6.56682
17 C 11.08142 7.65469 5.88029
18 C 11.72785 6.42383 5.86003
19 C 12.36686 5.97745 4.70912
20 C 12.55800 6.86185 3.67678
21 C 11.98512 8.10822 3.70141
22 N 11.50152 8.59991 4.88016
23 H 8.49655 6.19966 6.95948
24 H 9.85144 7.84136 7.64485
25 H 9.04620 8.51764 6.24135
26 H 11.63954 5.80111 6.72070
27 H 12.61602 4.89703 4.69763
28 H 13.24736 6.68394 2.87958
29 H 12.07699 8.84422 2.89255
30 O 14.46807 12.78403 4.50788
31 C 14.76010 11.61585 4.82193
32 N 13.79006 10.64663 5.27082
33 S 14.48802 9.43094 6.26458
34 O 14.32054 8.13059 5.61062
35 O 14.17571 9.65077 7.65095
36 C 16.09308 10.01249 5.83201
37 C 17.20484 9.64133 6.55181
38 C 18.42366 10.33333 6.25714
39 C 18.42410 11.42497 5.41298
40 C 17.29166 11.76871 4.67628
41 C 16.09830 11.10562 4.96631
42 H 17.16767 8.83941 7.30288
43 H 19.37581 10.11190 6.72930
44 H 19.38991 11.92705 5.21940
45 H 17.30192 12.63950 3.99678

Computed properties:
**Energy relative to the best compared isomer or geometry (same formula, charge and spin)**: 234.8 kJ/mol
**Kohn-Sham gap (spin up / spin down)**: 4.6967 / 5.8261 eV
**Electronic energy**: -1850.76823 hartree
**Expectation value of S²**: 6.051
**Spin multiplicity**: 5
**E_LUMO (spin up / spin down)**: -4.53 / -6.80 eV
**Charge**: +1
**E_HOMO (spin up / spin down)**: -9.2 / -12.6 eV